1.
Formula: C23H48Br16N3
Source: the OMol25 dataset
Level of theory: ωB97M-V with the def2-TZVPD basis set

Structure (XYZ):
```
90
Properties=species:S:1:pos:R:3:forces:R:3:mulliken_charge:R:1
H -3.876151 4.877405 -0.754869 0.0046 0.0388 0.0047 0.399
Br 6.150834 2.134942 0.096713 -0.0575 -0.0412 -0.0764 -0.150
C -0.164669 -4.333258 1.183187 -0.5267 0.4304 0.1739 -0.827
H -1.999250 -0.884895 -1.480236 0.0564 0.1963 -0.5776 0.274
Br 3.692051 -1.427428 -6.859807 -0.0258 0.0940 0.0374 -0.145
H 3.526898 3.039755 1.082245 0.0720 -0.0017 0.0275 0.415
C -4.625239 1.829623 3.505379 -0.0741 -0.0294 -0.1727 -0.592
Br -2.671567 3.778445 -2.613614 0.0313 -0.0937 0.0729 -0.092
H 0.774176 -1.096640 -1.071705 0.0920 0.3942 -0.2108 0.396
H 4.586731 2.632437 -1.774116 -0.0598 -0.0514 -0.0111 0.272
H -1.409445 -0.497504 1.492457 0.2089 -0.0883 0.3380 0.053
H -5.489207 2.362910 3.116278 -0.0118 -0.0196 -0.0427 0.405
N -0.316234 -3.540679 2.429375 -0.9022 0.0067 -1.2854 -0.175
Br 2.844270 -2.243747 2.140293 0.1724 0.0374 0.1680 -0.029
C -0.804787 -2.421812 -0.570886 -0.1138 0.7779 0.4782 1.222
C -2.361375 2.763077 -6.676912 -0.1717 -0.1643 -0.1677 -0.436
H 0.146565 -2.654442 2.206958 0.6802 0.1288 1.0574 0.005
Br -2.740842 -2.532021 -4.240843 -0.0067 0.0358 0.1487 -0.165
Br 0.912369 -2.042794 -3.732713 -0.1611 -0.0554 -0.2443 -0.083
H 0.413634 1.139311 8.689826 0.0014 -0.0350 0.0326 0.384
H 0.736819 -1.432983 0.631515 0.2131 0.1248 0.4655 0.472
C -1.502623 -0.174445 0.462341 -0.6866 -0.1776 -0.5330 -0.067
Br -0.458522 3.522798 0.287278 0.0519 0.0050 0.0058 -0.064
C 5.462217 -0.969826 -4.653134 -0.0105 0.2506 0.1703 -0.659
Br 0.824044 1.251630 6.259013 -0.1221 -0.1062 0.1026 -0.149
Br -1.780962 1.680881 3.787027 -0.0729 -0.0271 -0.0647 -0.001
H -1.527524 -0.364569 -3.971059 0.0146 0.0341 -0.0101 0.548
C 3.834369 -2.028310 4.817643 -0.1526 0.0552 0.2545 -0.595
H -1.069549 -0.753456 8.948469 -0.0075 0.0544 0.0215 0.340
Br 4.152164 -0.281750 -3.387572 0.0985 0.0052 0.0494 -0.049
C 4.660680 3.039327 -0.771073 0.2410 0.0567 0.1708 -0.570
N -2.321020 -3.530314 1.218831 0.8071 0.8481 0.4343 -0.336
H 3.903414 -0.413581 3.411737 0.0416 -0.0111 -0.0320 0.404
H 4.611161 -2.687997 4.448407 0.0120 -0.0064 -0.0643 0.398
H -3.301559 3.396773 2.879701 -0.0670 0.0168 0.0344 0.337
H -1.739496 -3.024068 4.327096 0.8087 0.4643 0.7568 0.248
H -2.126383 5.252315 0.886552 -0.0208 -0.0085 0.0147 0.335
H 1.333902 -2.637976 -0.550538 0.3957 -0.1866 0.2108 0.461
Br -4.968668 -0.048970 3.109950 0.0651 -0.0741 0.0515 -0.157
C 3.213295 -1.188919 3.736049 0.2004 -0.0055 -0.1779 -0.452
C -0.237432 -1.567741 -5.237114 0.2385 0.0292 0.0304 -0.393
H -2.830636 -1.984081 3.525915 -0.9930 -0.0324 -0.2193 0.027
H 6.037046 -0.674983 -6.697584 0.0338 -0.0272 0.0229 0.361
H -1.380030 5.617974 -0.676831 -0.0739 0.0209 -0.0971 0.452
Br 2.512554 -3.154037 5.696575 -0.0281 -0.0484 -0.0383 -0.162
H -2.103479 -0.594953 -5.630126 0.3261 -0.3140 0.2042 0.008
H -0.450258 3.158176 -7.565404 -0.0341 0.0362 -0.0075 0.411
H 6.422546 -0.601674 -4.300430 0.0264 0.0281 -0.0454 0.351
C -0.242530 0.892897 7.859010 0.3060 0.1012 -0.0839 -0.630
N -2.147534 -2.715304 3.474862 -1.0504 0.4376 0.6591 -0.081
H 4.240838 -1.396134 5.603123 -0.0126 0.0578 -0.0165 0.381
H 0.100114 -1.244247 7.714976 0.1449 -0.0397 -0.0568 0.286
Br -3.437607 1.233216 -6.131350 -0.4374 0.6538 -0.1441 -0.097
C -3.361397 2.310985 2.844419 0.2458 0.0531 0.1734 -0.138
C -1.666836 -3.219750 2.397440 1.3590 -0.7968 -0.3725 0.346
H -0.584650 -5.313019 1.371208 0.3470 -0.5031 0.2081 0.483
C -1.862665 -1.308158 -0.502003 0.3859 0.2723 0.6756 -1.306
H -3.267911 1.979061 1.815668 -0.0533 -0.0276 -0.0143 -0.158
H -2.313323 0.542027 0.432849 -0.2380 0.2707 0.1144 -0.002
H 2.626851 3.572540 -0.347449 0.0051 0.0158 -0.0412 0.267
H -2.878802 3.183251 -7.535599 0.0358 0.0046 -0.0423 0.360
C -1.842136 4.840714 -0.079416 0.0688 -0.2000 0.1986 -0.679
Br -2.163140 -0.909719 6.747506 -0.0692 -0.0955 -0.1335 -0.154
H -0.305653 -2.446719 -5.868186 -0.0435 -0.0667 0.0139 0.447
H -2.387135 3.474348 -5.858788 0.0559 0.0154 0.0332 0.210
H -1.451889 -4.403412 -0.461146 -0.4824 -0.1693 -0.1303 0.622
H -2.622922 -4.493171 1.307333 -1.1786 -0.0534 0.2822 0.405
H 0.307671 -0.786780 -5.763565 -0.0362 -0.0308 0.0552 0.081
C -0.963653 2.348918 -7.052307 0.1686 0.1826 0.1749 -0.676
C -1.583323 -1.063872 -4.798922 0.1206 -0.4287 -0.0857 -0.384
H -0.937954 1.459002 -7.670504 -0.0573 -0.0399 -0.0380 0.372
H -0.621455 0.358693 0.143808 0.4069 0.1101 0.1034 0.029
C 0.604709 -1.867976 -0.338885 -0.7669 -0.5133 -0.5274 -2.406
H 4.952334 4.085188 -0.825705 -0.0447 0.0335 0.0295 0.408
H -2.829064 -1.696958 -0.214188 -0.2746 -0.2533 -0.0454 0.437
H -1.073321 1.589263 7.837026 -0.0480 -0.0064 -0.0158 0.370
H 0.858996 -4.418327 0.881578 0.4382 0.1218 -0.2273 0.265
H 4.945325 0.578149 -6.083986 -0.0116 0.0370 0.0644 0.357
H 5.440663 -2.050577 -4.572126 -0.0322 -0.0407 -0.0680 0.364
H -0.809414 -2.755676 -1.592543 -0.0256 -0.3595 -0.4208 0.288
H -3.321118 3.263069 -0.279359 0.0415 -0.0157 0.0772 0.088
Br 0.119346 1.975779 -5.475507 -0.0140 0.0668 -0.0079 -0.125
C 5.187440 -0.477836 -6.048596 -0.0244 -0.2452 -0.1758 -0.568
C -3.028118 4.196718 -0.746976 -0.0814 0.2032 -0.3096 -0.370
H -4.600795 1.924267 4.584958 0.0583 -0.0085 0.0347 0.407
C -0.685066 -0.539934 7.954243 -0.1373 0.0027 0.0512 -0.440
Br 2.628986 1.108323 -0.206930 -0.0562 -0.0129 0.1563 -0.007
C -1.184277 -3.652232 0.271654 0.7143 -1.2587 -1.4740 -0.211
C 3.388806 2.887646 0.017867 -0.1879 -0.0253 -0.2269 -0.626
H 2.276777 -0.732184 4.034266 -0.0529 -0.0139 0.0913 0.152
```
Positions in Å, forces in eV/Å.

## Properties
Calculated total energy = -42253.4504 a.u.
E_LUMO = -2.869 eV
Largest force on an atom = 2.07 eV/Å
Net charge = +1
Kohn-Sham gap = 8.38 eV
Highest occupied orbital energy = -0.414 Eh

2.
Formula: C12H16N2O
Source: the OMol25 dataset
Level of theory: ωB97M-V with the def2-TZVPD basis set

Structure (XYZ):
```
31
Properties=species:S:1:pos:R:3:forces:R:3:nbo_charge:R:1
H -1.557432 -2.065782 -0.586119 0.6715 -0.4886 0.1608 0.215
C -2.532988 0.136601 1.437063 0.8722 -1.4315 -0.0050 -0.640
C -0.005887 -1.656795 -2.080607 -1.2644 -0.9022 -0.3907 -0.237
O 1.433955 -0.684878 3.197601 0.0507 0.3922 -0.2791 -0.620
N 1.492079 -2.388488 1.783994 0.5405 -0.3368 -1.2196 -0.820
C -1.795094 0.740226 0.290072 -1.3144 -0.0334 -0.2262 -0.069
H 1.758589 -0.464709 0.027878 -0.4892 -0.6642 -0.5431 0.229
C -0.931095 -1.352576 -1.109354 0.1758 1.1109 1.5372 -0.189
H 0.882731 1.418449 2.010624 -0.7013 -0.4020 -0.3538 0.237
H 1.988096 -2.823322 1.022183 -0.1558 0.2346 -0.2390 0.381
H 1.301885 -3.025794 2.532647 -0.0432 0.2543 0.4945 0.397
H 0.246636 -2.709739 -2.153256 -0.1214 0.0402 -0.6686 0.209
C 0.374475 -0.700872 -3.045891 -0.1086 -0.1691 0.6831 -0.226
C 0.144303 0.617381 -2.747980 -0.3067 1.0780 0.3012 -0.236
H 3.163028 -0.003249 0.798973 0.3038 -0.5832 0.6773 0.239
H -2.822700 -0.896882 1.206130 -0.4611 0.2718 -0.4974 0.214
H -1.286671 2.944292 -1.832834 0.5552 -0.0605 -0.5941 0.408
H -3.412272 0.668454 1.777432 0.1723 0.2405 0.2449 0.225
H 0.620022 -1.060991 -4.033548 0.8745 0.2153 0.0517 0.222
C -0.545111 0.963451 -1.570889 0.4937 -0.5327 -2.0526 0.145
H -2.198856 2.913815 0.363178 -0.0172 -0.1104 0.2001 0.207
C 2.097419 -0.129493 0.986963 0.0205 1.3412 -1.0441 -0.530
C -1.740589 2.040901 -0.075910 0.5437 0.5762 -0.2884 -0.031
C 1.539512 1.294450 1.155525 0.9929 0.6830 0.7853 -0.609
H 2.316133 2.009686 1.447223 0.3674 -0.2566 -0.1516 0.204
C -1.113347 -0.000187 -0.736564 0.6212 0.2709 -0.6404 -0.099
C 1.686640 -1.061951 2.062750 -0.3105 -0.6031 1.8833 0.674
H -1.802110 -0.131409 2.211024 -0.2444 0.8047 0.4824 0.234
H 0.431930 1.486169 -3.333036 0.0597 -0.4434 -0.5811 0.211
N -0.912200 2.243005 -1.218458 -1.2071 -0.4762 2.2673 -0.563
H 1.178920 1.680237 0.213185 -0.5703 -0.0199 0.0057 0.217
```
Positions in Å, forces in eV/Å.

## Properties
Calculated total energy = -651.6002 a.u.
E_LUMO = 0.855 eV
Largest force on an atom = 2.61 eV/Å
Relative energy (zero: lowest compared OMol25 entry of this formula, charge and spin) = 1.181 eV
Net charge = 0
Kohn-Sham gap = 8.87 eV
Highest occupied orbital energy = -0.295 Eh

3.
Formula: C4H11N4S
Source: the OMol25 dataset
Level of theory: ωB97M-V with the def2-TZVPD basis set

Structure (XYZ):
```
20
Properties=species:S:1:pos:R:3:forces:R:3:nbo_charge:R:1
H -0.113631 2.485984 3.451769 -0.6681 -0.3017 -1.2963 0.434
H -0.119339 1.531796 -1.128100 2.4793 1.5486 -1.3401 0.250
H 1.686828 -2.259102 -2.457963 0.5581 -0.8334 -0.1817 0.231
H -1.799649 0.301021 -2.444681 0.0410 0.4666 -1.5406 0.268
H 2.862862 -4.266688 -1.404654 -0.6178 1.9183 1.4341 0.417
N 2.522978 -3.443224 -0.801648 -0.1753 -0.8959 -4.7030 -0.738
H 0.957574 3.430543 1.153896 1.7004 2.5509 2.0351 0.373
H -1.378809 1.313421 3.282370 1.7363 1.8429 -2.0912 0.426
N -1.005798 1.072935 0.570852 -2.9334 -2.7430 -0.2146 -0.497
N 0.477338 2.707792 0.779401 -2.8471 -3.6760 -0.6116 -0.705
N -0.750048 2.048427 2.752566 -1.1062 -1.8153 2.6418 -0.821
C 1.785495 -2.444548 -1.396111 0.7620 -0.8070 2.8138 -0.032
C -0.792344 0.901618 -0.712800 -2.1286 0.0967 3.1438 0.393
H -2.730214 0.017984 -0.991515 0.5337 0.1381 -0.0137 0.246
S 1.030489 -1.391972 -0.378817 -0.0360 0.4586 0.0626 -0.222
H -1.246163 -0.964146 -1.351070 -0.7981 1.0771 -0.3012 0.311
H -1.848028 0.460787 0.867884 1.9618 1.5109 0.1509 0.426
C -0.352399 1.988580 1.453480 2.1757 2.0980 -1.4152 0.565
H 2.528837 -3.565277 0.183019 -0.1840 0.1628 0.7259 0.419
C -1.715980 0.074070 -1.427876 -0.4535 -2.7972 0.7014 -0.743
```
Positions in Å, forces in eV/Å.

## Properties
Calculated total energy = -775.9330 a.u.
E_LUMO = -4.338 eV
Largest force on an atom = 4.79 eV/Å
Relative energy (zero: lowest compared OMol25 entry of this formula, charge and spin) = 0.904 eV
Net charge = +1
Kohn-Sham gap = 7.77 eV
Highest occupied orbital energy = -0.445 Eh

4.
Formula: C7H14O
Source: the OMol25 dataset
Level of theory: ωB97M-V with the def2-TZVPD basis set

Structure (XYZ):
```
22
Properties=species:S:1:pos:R:3:forces:R:3:nbo_charge:R:1
H -1.426202 -2.864906 -1.321632 -0.6868 -0.0369 0.1813 0.219
H -0.021425 2.160427 2.836380 0.2208 0.1026 0.4517 0.191
H -0.417335 0.331371 -2.567976 0.0716 0.3009 -0.1654 0.473
H -2.798199 -1.814538 -0.735712 -0.0823 -0.0386 -0.1418 0.220
C 0.952036 2.041215 0.454597 -0.5900 0.1476 0.3042 -0.658
H -1.498991 -1.247988 -1.888918 -0.7502 -0.1300 0.1955 0.228
O -1.035228 0.418606 -3.302568 -0.1447 -0.0672 -0.1165 -0.947
H 0.268340 0.426799 3.449458 0.1421 -0.0469 0.0692 0.197
H 1.115917 1.637739 -0.539820 0.1201 0.3126 -0.2003 0.202
C -1.753492 -1.859269 -1.014134 1.8151 -0.1603 -0.3236 -0.655
H 2.324574 -0.410531 0.704284 0.2420 0.1804 -0.4694 0.214
H 0.858062 -0.934617 -1.109149 -0.3640 -0.1123 -0.1131 0.186
H -0.712674 1.107017 -3.894000 0.1506 -0.0658 0.2431 0.476
C 0.850834 0.909151 1.455741 0.0406 0.8095 0.5746 0.055
C 0.412193 1.179589 2.688280 -0.4796 -0.2411 -0.9051 -0.425
C -0.813188 -1.440604 0.103132 -0.8953 -0.3170 -0.7517 -0.143
C 1.279104 -0.443147 0.994733 0.5201 -0.7568 0.7710 -0.481
C 0.414228 -1.002723 -0.117107 0.4404 0.5800 0.7653 -0.221
H -1.237795 -1.550813 1.095664 0.3822 0.2768 0.2312 0.199
H 0.039102 2.639718 0.475429 -0.2722 -0.2914 -0.3080 0.223
H 1.329300 -1.108022 1.869112 -0.4481 -0.0164 -0.1724 0.219
H 1.682408 2.803493 0.726148 0.5677 -0.4297 -0.1198 0.227
```
Positions in Å, forces in eV/Å.

## Properties
Calculated total energy = -350.2952 a.u.
E_LUMO = 0.779 eV
Largest force on an atom = 1.85 eV/Å
Relative energy (zero: lowest compared OMol25 entry of this formula, charge and spin) = 1.748 eV
Net charge = 0
Kohn-Sham gap = 9.90 eV
Highest occupied orbital energy = -0.335 Eh

5.
Formula: C6H15N2P
Source: the OMol25 dataset
Level of theory: ωB97M-V with the def2-TZVPD basis set

Structure (XYZ):
```
24
Properties=species:S:1:pos:R:3:forces:R:3:nbo_charge:R:1
C -2.991789 -0.604493 0.827603 0.8729 -2.3717 0.5275 -0.416
H 1.259237 2.882511 -1.885624 0.0540 -0.3197 0.3594 0.134
H -0.305679 0.755225 2.401020 2.1023 -0.2304 0.5760 0.211
H -3.336529 0.179009 0.158775 -0.2593 -0.2776 -0.4021 0.189
H 0.054619 -0.358236 -2.844170 -1.4296 -0.1098 0.1165 0.229
H 0.035367 1.481232 -3.391699 -0.3536 -0.8661 0.0907 0.182
H 2.043303 1.966009 -0.359266 -0.3285 0.2823 -1.4013 0.172
H 2.274044 -2.616004 -0.091235 0.0550 1.1206 0.4153 0.217
H -1.763705 1.636051 2.166069 0.6536 -2.1437 -0.4128 0.155
H 0.996227 -0.942021 2.027585 -0.1625 -0.1201 -0.3220 0.218
C 1.564129 1.930867 -1.392189 0.4445 1.9904 1.5294 -0.054
H -3.553919 -0.609732 1.730812 -0.8497 0.5181 0.8009 0.198
C 0.976275 -1.129429 0.947756 0.4186 -0.3193 0.7054 -0.711
H 3.078072 -1.499972 1.072862 0.6271 -0.3462 0.8604 0.210
C -1.309239 0.524545 2.329398 -4.3340 1.9708 -0.7926 -0.405
P -0.400641 -0.903763 0.075914 -0.9095 -0.0439 0.8438 0.890
H 2.562304 -0.823660 -0.386862 0.0457 -0.5131 -0.4184 0.241
C 0.554235 0.559413 -3.054650 2.3733 0.7715 -0.8702 -0.456
H 1.235839 0.207697 -3.885929 -0.3625 0.7079 0.7420 0.207
N -1.603746 -0.437944 1.251920 1.1982 0.5264 -0.2975 -0.750
H -1.868959 0.302786 3.266522 0.9834 -0.4882 -0.3298 0.196
N 1.349175 0.817530 -1.862816 -0.3206 -2.3246 -0.7704 -0.409
H -3.145597 -1.734736 0.539450 0.2524 2.3929 -0.4115 0.211
C 2.296979 -1.582887 0.358754 -0.7710 0.1936 -1.1385 -0.659
```
Positions in Å, forces in eV/Å.

## Properties
Calculated total energy = -688.3485 a.u.
E_LUMO = 0.946 eV
Largest force on an atom = 4.83 eV/Å
Relative energy (zero: lowest compared OMol25 entry of this formula, charge and spin) = 1.832 eV
Net charge = 0
Kohn-Sham gap = 8.49 eV
Highest occupied orbital energy = -0.277 Eh